# 1
This record from OMol25 describes a structure of composition C27H26MnN6OSSi at a distorted geometry. The level of theory is ωB97M-V with the def2-TZVPD basis set.

The geometry in ORCA input format:
```
! RIJCOSX wB97M-V def2-TZVPD def2/J DEFGRID3
* xyz 1 5
Mn 0.380 -0.825 -0.341
C -0.419 0.147 3.853
Si -0.193 -1.277 2.679
C 0.385 -2.856 3.592
C -1.960 -1.430 1.894
N 1.028 -0.810 1.592
C 2.392 -0.517 1.739
C 2.951 -0.468 3.014
C 4.294 -0.234 3.167
C 5.067 0.228 2.107
C 4.519 0.230 0.819
C 3.183 -0.182 0.593
O 2.727 -0.271 -0.709
C 3.526 -0.797 -1.710
C 3.805 -0.049 -2.862
C 4.097 -0.759 -4.042
C 4.440 -2.128 -3.986
C 4.261 -2.816 -2.811
C 3.690 -2.149 -1.697
H -0.503 1.138 3.328
H 0.350 0.240 4.631
H -1.365 0.096 4.429
H 0.643 -3.638 2.827
H -0.468 -3.318 4.187
H 1.176 -2.592 4.282
H -2.014 -2.227 1.188
H -2.197 -0.396 1.513
H -2.609 -1.606 2.749
H 2.255 -0.788 3.829
H 4.690 -0.375 4.139
H 6.127 0.532 2.278
H 5.153 0.561 0.035
H 3.624 1.004 -2.907
H 4.156 -0.214 -4.948
H 4.940 -2.508 -4.893
H 4.471 -3.852 -2.785
H 3.367 -2.680 -0.844
N 0.910 -7.026 -2.573
C 0.453 -6.065 -2.051
N -0.209 -5.202 -1.337
C -0.054 -3.913 -1.205
N 0.069 -2.750 -1.062
S -3.738 3.610 -2.642
C -2.708 2.522 -1.742
C -2.258 1.397 -2.496
C -1.340 0.553 -1.910
N -0.776 0.714 -0.724
C -1.071 1.891 -0.032
C -2.055 2.737 -0.488
C -5.038 3.900 -1.505
C -5.458 5.217 -1.458
C -6.436 5.527 -0.526
N -7.020 4.579 0.212
C -6.705 3.311 0.049
C -5.620 2.932 -0.763
H -2.578 1.211 -3.493
H -1.069 -0.252 -2.570
H -0.497 2.148 0.845
H -2.460 3.570 0.150
H -5.090 5.931 -2.199
H -6.771 6.558 -0.309
H -7.231 2.569 0.635
H -5.217 1.914 -0.734
*
```

Values from the calculation:
- E: -89433.7965 eV
- ⟨S²⟩: 6.495
- M: 565.6 g/mol

These are the Mulliken partial charges, in e, on atoms 1 to 5: 0.673 -1.000 -0.249 -1.029 -0.970

# 2
This record from OMol25 describes the molecule C8H10FN3O at a distorted geometry. The level of theory is ωB97M-V with the def2-TZVPD basis set.

The geometry in ORCA input format:
```
! RIJCOSX wB97M-V def2-TZVPD def2/J DEFGRID3
* xyz 0 1
C -1.191 3.069 2.376
C -0.278 2.566 3.219
C -0.499 1.297 1.487
C -0.306 0.222 0.573
C -1.246 -0.037 -0.865
C -0.227 -1.020 -1.521
C 0.714 -0.343 -2.578
C 1.407 -2.812 -0.355
N -1.266 2.306 1.268
N 0.540 -0.735 0.721
N 0.616 -1.544 -0.323
O 0.178 1.421 2.696
F -2.413 -0.559 -0.485
H -1.532 4.111 2.502
H 0.218 2.927 4.099
H -1.487 0.850 -1.352
H -0.855 -1.830 -1.877
H 1.400 0.287 -2.135
H 0.128 0.205 -3.190
H 1.165 -1.207 -3.064
H 1.632 -2.777 -1.381
H 2.355 -2.579 0.186
H 0.947 -3.817 0.000
*
```

Values from the calculation:
- M: 183.2 g/mol
- Energy above the lowest of the compared OMol25 structures with the same formula, charge and spin: 0.000 eV

These are the Mulliken partial charges, in e, on atoms 1 to 5: -0.298 -0.135 0.305 0.253 -0.048

# 3
This record from OMol25 describes the molecule C3H8N2O. The level of theory is ωB97M-V with the def2-TZVPD basis set.

The geometry in ORCA input format:
```
! RIJCOSX wB97M-V def2-TZVPD def2/J DEFGRID3
* xyz 0 1
C 1.183 0.268 1.751
N 0.431 -0.165 0.592
C -0.178 0.655 -0.312
O 0.047 1.967 -0.065
N -0.889 0.328 -1.320
C -1.092 -1.080 -1.566
H 2.165 -0.218 1.775
H 0.656 0.041 2.687
H 1.333 1.346 1.693
H 0.229 -1.146 0.499
H -0.413 2.419 -0.790
H -1.706 -1.203 -2.463
H -0.147 -1.622 -1.740
H -1.619 -1.589 -0.741
*
```

Values from the calculation:
- M: 88.1 g/mol
- Energy above the lowest of the compared OMol25 structures with the same formula, charge and spin: 1.006 eV

These are the Mulliken partial charges, in e, on atoms 1 to 5: -0.784 -0.181 0.787 -0.532 -0.658

# 4
This record from OMol25 describes the molecule C5H12O. The level of theory is ωB97M-V with the def2-TZVPD basis set.

The geometry in ORCA input format:
```
! RIJCOSX wB97M-V def2-TZVPD def2/J DEFGRID3
* xyz 0 1
C -1.026 -0.580 -1.281
C 0.320 -0.198 -0.662
C 1.386 -1.241 -0.996
C 0.216 0.017 0.852
C -0.600 1.247 1.239
O -0.095 1.736 2.470
H -1.810 0.149 -1.044
H -1.354 -1.559 -0.907
H -0.954 -0.648 -2.373
H 0.640 0.759 -1.103
H 1.104 -2.229 -0.610
H 2.353 -0.973 -0.554
H 1.524 -1.332 -2.080
H -0.198 -0.881 1.331
H 1.220 0.164 1.269
H -1.670 1.001 1.327
H -0.505 2.011 0.449
H -0.553 2.559 2.673
*
```

Values from the calculation:
- M: 88.1 g/mol
- Energy above the lowest of the compared OMol25 structures with the same formula, charge and spin: 0.296 eV

These are the Mulliken partial charges, in e, on atoms 1 to 5: -1.401 0.812 -1.566 -0.710 -0.507

# 5
This record from OMol25 describes a cluster of 2 separate species, H4S2Si in total at a distorted geometry. The level of theory is ωB97M-V with the def2-TZVPD basis set.

The geometry in ORCA input format:
```
! RIJCOSX wB97M-V def2-TZVPD def2/J DEFGRID3
* xyz 0 3
Si -0.204 -0.314 0.882
S 0.697 0.747 -3.087
S -0.030 1.162 2.221
H -0.452 -0.257 -0.607
H -0.266 -1.657 1.495
H 1.101 0.730 -1.837
H 1.640 0.017 -3.492
*
```

Values from the calculation:
- ⟨S²⟩: 2.005
- M: 96.3 g/mol
- Energy above the lowest of the compared OMol25 structures with the same formula, charge and spin: 0.506 eV

These are the Mulliken partial charges, in e, on atoms 1 to 5: 0.206 -0.257 -0.087 -0.059 -0.029

# 6
This record from OMol25 describes a structure of composition C6H8FN at a distorted geometry. The level of theory is ωB97M-V with the def2-TZVPD basis set.

The geometry in ORCA input format:
```
! RIJCOSX wB97M-V def2-TZVPD def2/J DEFGRID3
* xyz 0 1
C -1.608 0.491 -1.096
C 0.570 0.994 0.422
C 1.456 0.229 -0.560
C 0.859 -1.042 -0.508
C -0.233 -0.879 0.594
C 0.580 -0.154 1.627
H -1.012 0.135 -1.941
H -2.177 1.386 -1.348
H -2.288 -0.421 -0.727
H 0.533 2.127 0.511
H 2.247 0.348 -1.300
H 1.143 -1.607 -1.458
H -0.875 -1.823 0.879
H 1.451 -0.697 1.848
N -0.874 0.500 0.162
F 0.227 0.413 2.893
*
```

Values from the calculation:
- M: 113.1 g/mol
- Energy above the lowest of the compared OMol25 structures with the same formula, charge and spin: 4.696 eV

These are the Mulliken partial charges, in e, on atoms 1 to 5: -0.769 -0.298 -0.370 -0.443 -0.125

Please write out number 1 again, unchanged.
This record from OMol25 describes a structure of composition C27H26MnN6OSSi at a distorted geometry. The level of theory is ωB97M-V with the def2-TZVPD basis set.

The geometry in ORCA input format:
```
! RIJCOSX wB97M-V def2-TZVPD def2/J DEFGRID3
* xyz 1 5
Mn 0.380 -0.825 -0.341
C -0.419 0.147 3.853
Si -0.193 -1.277 2.679
C 0.385 -2.856 3.592
C -1.960 -1.430 1.894
N 1.028 -0.810 1.592
C 2.392 -0.517 1.739
C 2.951 -0.468 3.014
C 4.294 -0.234 3.167
C 5.067 0.228 2.107
C 4.519 0.230 0.819
C 3.183 -0.182 0.593
O 2.727 -0.271 -0.709
C 3.526 -0.797 -1.710
C 3.805 -0.049 -2.862
C 4.097 -0.759 -4.042
C 4.440 -2.128 -3.986
C 4.261 -2.816 -2.811
C 3.690 -2.149 -1.697
H -0.503 1.138 3.328
H 0.350 0.240 4.631
H -1.365 0.096 4.429
H 0.643 -3.638 2.827
H -0.468 -3.318 4.187
H 1.176 -2.592 4.282
H -2.014 -2.227 1.188
H -2.197 -0.396 1.513
H -2.609 -1.606 2.749
H 2.255 -0.788 3.829
H 4.690 -0.375 4.139
H 6.127 0.532 2.278
H 5.153 0.561 0.035
H 3.624 1.004 -2.907
H 4.156 -0.214 -4.948
H 4.940 -2.508 -4.893
H 4.471 -3.852 -2.785
H 3.367 -2.680 -0.844
N 0.910 -7.026 -2.573
C 0.453 -6.065 -2.051
N -0.209 -5.202 -1.337
C -0.054 -3.913 -1.205
N 0.069 -2.750 -1.062
S -3.738 3.610 -2.642
C -2.708 2.522 -1.742
C -2.258 1.397 -2.496
C -1.340 0.553 -1.910
N -0.776 0.714 -0.724
C -1.071 1.891 -0.032
C -2.055 2.737 -0.488
C -5.038 3.900 -1.505
C -5.458 5.217 -1.458
C -6.436 5.527 -0.526
N -7.020 4.579 0.212
C -6.705 3.311 0.049
C -5.620 2.932 -0.763
H -2.578 1.211 -3.493
H -1.069 -0.252 -2.570
H -0.497 2.148 0.845
H -2.460 3.570 0.150
H -5.090 5.931 -2.199
H -6.771 6.558 -0.309
H -7.231 2.569 0.635
H -5.217 1.914 -0.734
*
```

Values from the calculation:
- E: -89433.7965 eV
- ⟨S²⟩: 6.495
- M: 565.6 g/mol

These are the Mulliken partial charges, in e, on atoms 1 to 5: 0.673 -1.000 -0.249 -1.029 -0.970

Number 6 is which compound?
C6H8FN